Below is a 11-piece molecular cluster, C74H152F15N6O11 overall at a distorted geometry, with properties calculated with ωB97M-V with the def2-TZVPD basis set.

Last column: Löwdin charge in e.
Cartesian coordinates (Å):
C -4.94 -0.09 8.04  -0.0948
C -4.07 -0.23 6.72  -0.2197
C -3.01 0.89 6.51  -0.1705
C -2.07 0.61 5.27  -0.0826
N -0.72 1.37 5.26  -0.1328
C 0.29 0.86 4.25  -0.1153
C 1.73 1.24 4.68  -0.1003
C 1.62 1.22 6.22  -0.1271
C 0.17 1.08 6.52  -0.1243
C -0.88 3.00 5.28  -0.0041
C -1.94 3.54 4.21  -0.2301
C -2.03 5.02 4.22  -0.1056
H -5.55 0.81 8.07  0.0625
H -4.34 -0.02 8.94  0.0663
H -5.54 -0.99 8.18  0.0647
H -4.74 -0.20 5.86  0.0950
H -3.57 -1.19 6.82  0.1074
H -2.40 0.98 7.41  0.1019
H -3.37 1.92 6.47  0.1005
H -2.49 0.79 4.28  0.1054
H -1.79 -0.44 5.18  0.1211
H 0.09 1.52 3.41  0.1115
H 0.14 -0.14 3.84  0.1132
H 1.86 2.24 4.28  0.0849
H 2.42 0.56 4.19  0.1200
H 1.86 2.18 6.68  0.1134
H 2.22 0.44 6.71  0.1337
H -0.05 1.72 7.38  0.1247
H -0.08 0.04 6.73  0.1339
H 0.08 3.49 5.18  0.1171
H -1.26 3.22 6.27  0.1187
H -2.90 3.04 4.31  0.0963
H -1.77 3.24 3.17  0.0843
H -2.54 5.50 3.39  0.0538
H -1.02 5.44 4.21  0.0845
H -2.45 5.39 5.16  0.0836
C 6.35 1.54 0.63  -0.0506
C 6.40 1.54 -0.97  -0.1941
C 5.33 2.40 -1.74  -0.1957
C 5.42 2.30 -3.22  -0.0928
N 4.16 2.95 -3.98  -0.1871
C 4.45 2.70 -5.50  -0.0744
C 3.70 3.83 -6.29  -0.1435
C 3.64 4.98 -5.28  -0.1327
C 4.26 4.51 -3.87  -0.0367
C 2.81 2.47 -3.39  -0.0664
C 2.70 0.89 -3.22  -0.1887
C 1.35 0.58 -2.60  -0.0978
H 7.13 0.98 1.14  0.0730
H 5.38 1.16 0.96  0.0489
H 6.42 2.56 1.02  0.0635
H 6.42 0.52 -1.34  0.0931
H 7.41 1.88 -1.17  0.1025
H 5.41 3.42 -1.36  0.1171
H 4.37 2.08 -1.33  0.0992
H 5.34 1.26 -3.55  0.1217
H 6.28 2.77 -3.69  0.1310
H 4.29 1.66 -5.80  0.1166
H 5.52 2.87 -5.68  0.1261
H 2.71 3.46 -6.55  0.1021
H 4.29 4.19 -7.13  0.1165
H 2.65 5.43 -5.18  0.1028
H 4.33 5.76 -5.61  0.1086
H 3.92 4.85 -2.90  0.1124
H 5.34 4.69 -3.83  0.1243
H 2.12 2.94 -4.10  0.1191
H 2.62 3.02 -2.47  0.1118
H 3.44 0.47 -2.55  0.0948
H 2.88 0.34 -4.14  0.0774
H 0.45 0.85 -3.16  0.0553
H 1.25 1.00 -1.61  0.0790
H 1.28 -0.49 -2.82  0.0619
C -9.60 -1.75 3.63  -0.0885
C -10.70 -2.05 2.53  -0.1979
C -10.07 -1.90 1.10  -0.1761
C -9.53 -0.47 0.76  -0.0762
N -8.17 -0.53 0.01  -0.2208
C -7.08 -1.05 1.03  -0.0762
C -5.74 -0.43 0.68  -0.1495
C -6.10 0.85 -0.02  -0.1593
C -7.60 0.91 -0.25  -0.0845
C -8.11 -1.32 -1.31  0.0464
H -9.06 -2.69 3.77  0.0759
H -10.16 -1.55 4.54  0.0726
H -8.85 -0.95 3.56  0.0490
H -11.55 -1.38 2.70  0.1045
H -11.02 -3.09 2.59  0.1100
H -10.87 -2.19 0.42  0.1113
H -9.28 -2.66 1.09  0.0995
H -9.29 0.09 1.67  0.1125
H -10.20 0.07 0.09  0.1341
H -7.06 -2.14 1.02  0.1281
H -7.44 -0.70 1.99  0.1127
H -5.16 -1.20 0.16  0.0941
H -5.23 -0.09 1.58  0.1267
H -5.46 0.91 -0.90  0.1118
H -5.94 1.67 0.67  0.1201
H -7.83 1.26 -1.25  0.1296
H -8.18 1.52 0.44  0.1265
H -8.32 -2.34 -1.01  0.0947
H -7.13 -1.24 -1.77  0.1091
H -8.90 -0.97 -1.98  0.1090
C -2.70 7.34 -5.89  -0.0848
C -3.51 6.24 -5.13  -0.2455
C -2.71 5.85 -3.93  -0.2207
C -3.31 4.65 -3.12  -0.0808
N -2.62 4.43 -1.76  -0.2335
C -3.38 3.41 -0.84  -0.0782
C -2.97 3.73 0.61  -0.1522
C -2.69 5.23 0.61  -0.1456
C -2.66 5.72 -0.88  -0.0795
C -1.15 4.04 -1.83  0.0432
H -3.21 7.40 -6.86  0.0708
H -1.66 7.06 -6.07  0.0731
H -2.80 8.35 -5.51  0.0805
H -3.74 5.34 -5.71  0.1142
H -4.44 6.69 -4.79  0.1138
H -2.47 6.70 -3.29  0.1151
H -1.72 5.52 -4.22  0.1026
H -3.28 3.68 -3.62  0.1347
H -4.35 4.88 -2.87  0.1253
H -3.03 2.42 -1.15  0.1100
H -4.43 3.49 -1.11  0.1188
H -2.06 3.16 0.80  0.0926
H -3.78 3.47 1.29  0.1199
H -1.76 5.56 1.06  0.1130
H -3.46 5.73 1.19  0.1098
H -1.81 6.38 -1.07  0.1237
H -3.48 6.40 -1.13  0.1266
H -0.73 4.04 -0.82  0.1102
H -0.67 4.80 -2.45  0.0978
H -1.21 3.06 -2.30  0.1002
C -2.67 -2.66 -4.37  -0.0884
C -1.47 -1.78 -4.04  -0.2294
C -0.63 -1.57 -5.34  -0.1963
C 0.16 -2.80 -5.67  -0.1009
N 1.48 -2.59 -6.51  -0.2415
C 2.40 -3.84 -6.52  -0.0644
C 3.81 -3.36 -6.96  -0.1291
C 3.92 -1.91 -6.43  -0.1058
C 2.46 -1.57 -5.87  -0.0805
C 0.95 -2.14 -7.93  0.0515
H -2.38 -3.70 -4.55  0.0762
H -3.28 -2.25 -5.17  0.0798
H -3.25 -2.74 -3.45  0.0532
H -0.79 -2.25 -3.32  0.0944
H -1.69 -0.79 -3.63  0.0935
H 0.01 -0.71 -5.17  0.0932
H -1.22 -1.25 -6.20  0.1117
H -0.41 -3.60 -6.15  0.1389
H 0.68 -3.15 -4.77  0.1249
H 1.86 -4.51 -7.20  0.1321
H 2.34 -4.22 -5.51  0.1183
H 3.94 -3.51 -8.03  0.1099
H 4.58 -4.01 -6.54  0.1272
H 4.26 -1.25 -7.22  0.1058
H 4.62 -1.80 -5.61  0.1077
H 2.06 -0.61 -6.19  0.1037
H 2.21 -1.68 -4.81  0.1118
H 0.24 -2.89 -8.28  0.1057
H 1.80 -2.08 -8.61  0.1005
H 0.57 -1.14 -7.75  0.0906
C -0.45 -5.28 -0.57  0.0469
N -1.93 -5.41 -0.03  -0.2629
C -2.74 -5.41 -1.40  0.0144
C -2.16 -6.79 0.58  0.0287
C -2.18 -4.26 0.94  -0.0840
C -3.63 -3.65 1.00  -0.2192
O -4.61 -4.63 1.27  -0.0463
H -0.28 -6.17 -1.17  0.0966
H 0.35 -5.22 0.17  0.1173
H -0.46 -4.44 -1.27  0.0806
H -3.76 -5.76 -1.26  0.0925
H -2.19 -5.94 -2.18  0.1002
H -2.68 -4.39 -1.76  0.0682
H -3.22 -7.04 0.69  0.0959
H -1.67 -6.87 1.54  0.1081
H -1.64 -7.42 -0.15  0.0997
H -1.46 -3.45 0.75  0.1035
H -1.74 -4.58 1.88  0.1104
H -3.79 -3.18 0.03  0.0913
H -3.59 -2.87 1.76  0.1228
H -5.15 -4.72 0.48  0.0745
C 4.24 4.19 3.42  -0.4054
O 3.74 4.81 2.19  -0.1380
O 5.66 4.21 3.22  -0.2652
C 3.54 5.01 4.61  -0.5788
F 2.25 4.75 4.60  0.0954
F 3.97 4.44 5.81  0.0719
F 3.70 6.30 4.65  0.1898
C 2.70 4.21 1.37  -0.2789
C 2.67 4.99 0.10  -0.0909
H 3.60 4.96 -0.47  0.0602
H 1.80 4.70 -0.48  0.0389
H 2.52 6.03 0.39  0.0823
H 1.77 4.27 1.93  0.0960
H 2.90 3.14 1.26  0.0974
H 3.98 3.14 3.49  0.1150
C -1.48 -0.22 0.91  -0.4004
O -0.13 0.06 1.18  -0.1298
O -2.26 0.79 1.57  -0.2443
C -1.78 -0.49 -0.61  -0.5764
F -3.08 -0.43 -0.91  0.1096
F -1.28 0.45 -1.40  0.1209
F -1.33 -1.69 -1.00  0.1201
C 0.88 -0.81 1.25  -0.2810
C 2.08 0.12 1.25  -0.0264
H 1.94 0.96 1.93  0.0544
H 2.95 -0.29 1.77  0.0547
H 2.23 0.48 0.24  0.0602
H 0.88 -1.35 0.30  0.1083
H 0.84 -1.44 2.14  0.1140
H -1.52 -1.23 1.31  0.1218
C 8.15 -2.40 2.08  -0.4698
O 6.82 -2.33 2.51  -0.0982
O 8.65 -1.11 2.20  -0.2514
C 8.81 -3.61 2.92  -0.4847
F 7.92 -4.45 3.55  0.0791
F 9.45 -4.35 2.04  0.1180
F 9.74 -3.21 3.87  0.0749
C 5.74 -2.30 1.64  -0.3027
C 4.52 -2.16 2.52  -0.0769
H 4.62 -1.12 2.84  0.0789
H 3.57 -2.43 2.04  0.0454
H 4.53 -2.98 3.23  0.0676
H 5.52 -3.16 1.01  0.1011
H 5.70 -1.43 0.98  0.0998
H 8.09 -2.69 1.03  0.0999
C 1.04 -4.51 3.83  -0.4560
O 1.83 -5.21 4.80  -0.0895
O 0.40 -5.53 3.10  -0.2671
C 0.22 -3.31 4.52  -0.6592
F -0.91 -3.04 3.89  0.1347
F -0.07 -3.58 5.76  0.1640
F 1.01 -2.26 4.61  0.1216
C 2.82 -4.41 5.49  -0.2441
C 3.66 -5.43 6.32  -0.0652
H 3.16 -5.56 7.28  0.0613
H 3.82 -6.41 5.87  0.0753
H 4.58 -4.88 6.54  0.0707
H 2.47 -3.76 6.29  0.0973
H 3.42 -3.83 4.79  0.0909
H 1.64 -3.96 3.12  0.1163
C 3.68 -4.09 -2.55  -0.4672
O 4.97 -4.53 -2.06  -0.1122
O 2.79 -5.16 -2.88  -0.2765
C 3.12 -2.97 -1.62  -0.4846
F 3.39 -3.17 -0.27  0.1057
F 3.69 -1.78 -1.80  0.0949
F 1.76 -2.71 -1.74  0.0541
C 6.12 -3.53 -1.91  -0.2221
C 7.36 -4.23 -1.45  -0.0687
H 7.18 -5.05 -0.76  0.0946
H 7.85 -4.49 -2.39  0.0688
H 8.02 -3.48 -1.00  0.0686
H 5.80 -2.76 -1.20  0.0739
H 6.32 -3.01 -2.85  0.0966
H 4.06 -3.57 -3.44  0.0994

Computed properties:
E_HOMO	-5.093	eV
gap between HOMO and LUMO	1.67	eV
charge	+1
energy relative to the best compared isomer or geometry (same formula, charge and spin)	325.2	kcal per mole
calculated total energy	-151400.09766	eV